An isolated molecule of C6H10O2S in a non-equilibrium geometry, computed with wB97M-V/def2-TZVPD.

Results
LUMO ... 0.7 eV
Energy above the lowest of the compared OMol25 structures with the same formula, charge and spin ... 47.4 kcal/mol
HOMO energy ... -9.213 eV
Total charge ... 0
SMILES string ... CC1(C)CC=CS1(=O)=O
E_tot ... -21311.4355 eV
Frontier orbital gap ... 9.87 eV

Atoms and positions in Å:
C: -0.1232 1.3118 1.2017
C: -0.0039 0.5336 -0.0183
C: -0.4617 1.1601 -1.3329
C: -0.3612 -0.9964 0.1980
C: 0.8066 -1.9970 0.1690
C: 2.1182 -1.6635 0.1874
S: 2.1819 0.1646 -0.0408
O: 2.9492 0.6398 1.1001
O: 2.7312 0.4622 -1.3245
H: 0.4804 2.3278 1.3289
H: 0.1717 0.7191 2.0459
H: -1.1780 1.5884 1.1705
H: -1.2043 0.6178 -1.8012
H: 0.3862 1.1278 -2.1720
H: -0.7510 2.1721 -1.1930
H: -1.0917 -1.1265 -0.5685
H: -0.8816 -1.0808 1.2226
H: 0.4893 -3.0727 0.1496
H: 2.9770 -2.2031 0.4936

Cartesian forces, eV/Å:
C 0.455 3.077 0.851
C 3.596 -2.511 -0.947
C 4.069 -0.206 -0.725
C 0.198 1.686 0.987
C 0.687 -1.097 -0.128
C -3.813 2.172 -0.236
S -0.245 -1.033 1.272
O -0.904 0.421 0.045
O 0.009 0.280 -1.360
H -1.090 -2.098 -0.838
H -0.254 -0.183 0.607
H -0.247 0.144 0.911
H -1.958 -1.180 -0.638
H -1.378 0.240 1.996
H -0.230 0.896 0.082
H -0.579 -1.059 -0.440
H 0.716 -0.103 -1.510
H 0.323 1.055 0.399
H 0.645 -0.502 -0.327


A structure of composition C16H12CeF6IN3O10S3 in a non-equilibrium geometry, computed with wB97M-V/def2-TZVPD.

Results
LUMO ... -2.6 eV
Energy above the lowest of the compared OMol25 structures with the same formula, charge and spin ... 0.0 kcal/mol
HOMO energy ... -8.970 eV
Total charge ... 0
E_tot ... -111570.5031 eV
Frontier orbital gap ... 6.38 eV

Atoms and positions in Å:
Ce: 1.1898 0.6282 -1.4702
C: 0.2532 -4.4737 -1.6093
C: 0.3127 -3.7961 -0.2926
N: 0.1065 -4.5913 0.7373
C: 0.4706 -4.2631 1.9554
C: 0.8807 -3.0073 2.2874
C: 1.2585 -2.6422 3.6979
O: 0.2376 -2.0000 4.4391
C: 0.9020 -1.9695 1.2859
C: 0.8728 -0.6665 1.7174
N: 1.0119 0.5150 1.0181
C: 0.7119 1.7699 1.6164
C: 1.4836 2.9113 1.2670
C: 0.9927 4.2195 1.4183
C: -0.2449 4.4472 2.0332
C: -1.0343 3.3168 2.4098
C: -0.5428 1.9908 2.2204
I: -1.7320 0.5042 2.9543
C: 0.7430 -2.4255 -0.0397
O: 0.9637 -1.6748 -1.0609
H: -0.6158 -5.0805 -1.5775
H: 1.1005 -5.0872 -1.8162
H: 0.1079 -3.8185 -2.4767
H: 0.4291 -5.0702 2.7038
H: 2.1120 -1.9043 3.6165
H: 1.6157 -3.5262 4.3154
H: -0.5933 -2.4595 4.2654
H: 0.6546 -0.6180 2.8091
H: 2.5068 2.7237 0.8679
H: 1.4388 5.0870 0.8935
H: -0.6975 5.4370 2.1082
H: -2.0313 3.5214 2.8299
F: -2.7903 1.5287 0.0615
C: -2.8598 2.5871 -0.7737
F: -2.7014 3.7988 -0.1974
F: -4.0922 2.5948 -1.4636
S: -1.6104 2.5570 -2.0952
O: -0.3430 2.3314 -1.3325
O: -1.7186 3.7497 -2.8988
N: -2.0518 1.3145 -2.8208
S: -1.5568 0.2021 -3.7002
O: -0.1849 -0.0468 -3.3339
O: -1.7815 0.3124 -5.0960
C: -2.5122 -1.1998 -2.8731
F: -1.8272 -2.4043 -2.9596
F: -3.7865 -1.3212 -3.4303
F: -2.6768 -0.9957 -1.5362
O: 2.2347 2.0549 -2.4749
S: 3.6925 1.4113 -2.0871
O: 3.1140 -0.0449 -2.3454
O: 3.8510 1.9286 -0.7087
O: 4.7364 1.6438 -3.0587

Cartesian forces, eV/Å:
Ce -0.919 -2.575 0.889
C -0.872 1.534 -1.114
C 0.823 0.171 1.752
N -0.051 -0.794 -2.071
C 0.218 0.284 1.753
C -0.264 0.681 0.558
C 1.576 -0.375 0.743
O -0.347 0.233 -0.152
C -0.399 -3.096 -0.595
C 0.466 4.771 0.307
N 0.064 -3.215 0.993
C -0.649 0.863 -0.271
C 0.410 -0.419 -0.137
C -0.514 0.200 -0.269
C -0.755 -1.835 -0.362
C 1.284 0.460 -0.091
C -0.055 2.176 0.198
I -0.957 -0.509 0.216
C 0.063 -0.478 -0.961
O -0.204 1.842 -0.304
H -0.721 -0.912 -0.001
H 0.754 -0.422 0.162
H 0.265 0.144 0.384
H 0.015 0.497 -0.238
H -0.792 -0.841 0.466
H -0.224 0.758 -1.062
H 0.069 0.010 0.070
H 0.577 0.492 -0.897
H -1.036 0.284 0.041
H 0.334 -0.777 0.754
H 0.324 -0.248 -0.017
H 0.594 -0.453 -0.141
F -0.235 1.814 -0.975
C -1.899 0.843 -1.134
F -0.472 -1.606 0.339
F 2.093 -0.225 1.855
S 0.530 1.673 -0.830
O -1.019 0.440 -0.500
O 0.420 -1.063 1.510
N -1.953 0.131 0.225
S -0.212 -0.468 -0.842
O 1.964 -0.798 0.696
O -0.594 -0.509 0.417
C -1.399 -2.159 0.385
F -1.254 2.146 -0.482
F 2.652 0.173 0.873
F 0.336 0.241 -1.606
O 1.591 0.945 -0.065
S 0.745 0.657 -2.453
O 1.289 1.342 2.229
O -0.286 -2.142 -1.832
O -1.375 0.116 1.589


A structure of composition C27H19ClFN3O9RhS in a non-equilibrium geometry, computed with wB97M-V/def2-TZVPD.

Results
LUMO (alpha / beta) ... 2.1 / 1.3 eV
Energy above the lowest of the compared OMol25 structures with the same formula, charge and spin ... 0.0 kcal/mol
HOMO energy (alpha / beta) ... -4.804 / -5.728 eV
Multiplicity ... 5
Total charge ... -1
E_tot ... -80289.2003 eV
Frontier orbital gap (alpha / beta) ... 6.95 / 7.01 eV

Atoms and positions in Å:
Rh: 0.7311 -2.8356 -2.0237
Cl: 5.1799 3.0166 -2.5085
C: 4.3395 1.5312 -2.2173
C: 5.1273 0.3604 -1.9675
C: 4.5777 -0.8941 -1.9543
C: 3.1955 -1.0995 -2.2942
O: 2.7909 -2.3101 -2.5199
C: 2.3939 0.1062 -2.5390
C: 0.9966 0.0649 -2.7170
O: 0.1723 -0.8866 -2.6252
C: 2.9890 1.4038 -2.4686
H: 6.1135 0.5148 -1.5748
H: 5.2683 -1.7304 -1.7625
H: 0.4845 1.0157 -2.8460
H: 2.4674 2.3363 -2.6349
C: -2.8132 -1.3929 -2.3384
C: -2.4610 -2.8127 -2.3460
N: -1.2351 -3.3733 -2.1588
C: -1.3547 -4.7373 -2.1556
C: -2.6983 -5.0594 -2.4262
N: -3.3851 -3.8222 -2.5345
C: -3.3870 -6.3331 -2.4562
O: -2.6138 -7.4061 -2.3001
O: -4.6032 -6.4319 -2.6645
C: -0.0993 -5.5159 -2.0055
O: -0.2049 -6.7611 -2.1279
O: 1.0238 -4.9233 -1.8644
H: -2.2778 -0.9953 -3.2346
H: -2.4240 -0.9175 -1.4267
H: -3.8975 -1.2310 -2.3719
H: -4.3856 -3.7463 -2.6912
H: -1.5873 -7.2059 -2.2996
O: -1.7188 0.8157 1.4636
S: -1.4682 -0.5754 1.7809
O: -2.5584 -1.3924 2.2029
N: -0.6896 -1.1669 0.4189
C: 0.5378 -1.5408 0.7109
O: 1.4231 -1.9750 -0.1101
C: 0.9857 -1.2455 2.0799
C: 2.1868 -1.5353 2.7292
C: 2.3485 -0.9760 4.0648
C: 1.3222 -0.2678 4.6646
C: 0.0762 -0.1327 4.0615
C: -0.0378 -0.6477 2.8186
H: 2.9162 -2.1824 2.1970
H: 3.2579 -1.1289 4.5943
H: 1.4368 0.1689 5.6589
H: -0.8066 0.2853 4.5486
F: -1.1098 8.6360 4.1098
C: -1.2091 7.6399 3.2599
C: -1.4243 6.3731 3.7828
C: -1.3989 5.2659 3.0263
C: -1.2490 5.3380 1.6020
C: -1.1219 4.2231 0.8267
C: -1.1813 6.6785 1.0704
C: -1.2004 7.8295 1.8649
H: -1.5895 6.3355 4.8289
H: -1.4730 4.2454 3.4241
H: -1.0360 4.2250 -0.2784
H: -1.3073 3.2616 1.2961
H: -1.2836 6.7207 0.0016
H: -1.0516 8.7963 1.3557

Cartesian forces, eV/Å:
Rh 2.244 0.806 0.474
Cl 0.018 0.430 0.297
C -0.528 -1.429 -0.577
C -1.164 0.418 0.785
C 0.595 0.472 -0.136
C -0.180 -0.909 -1.228
O 0.114 1.657 0.370
C 0.683 -0.562 0.759
C -1.752 -0.629 0.647
O 1.221 1.491 -0.852
C 1.478 -0.186 0.045
H 0.601 -0.047 -0.378
H -0.825 0.210 -0.030
H 0.241 0.618 -0.234
H -0.527 -0.227 -0.170
C 0.548 0.680 -0.509
C 0.149 -2.766 0.344
N -3.400 0.537 -0.116
C -2.163 1.035 -0.724
C 1.098 1.816 0.653
N 2.258 -0.664 0.449
C -1.208 -2.005 -0.707
O -0.497 0.548 -0.248
O 1.595 0.577 0.473
C 1.241 -1.730 -0.528
O 0.030 0.380 0.200
O -1.372 -0.841 0.158
H -0.637 0.337 0.780
H 0.133 -0.101 -0.380
H 0.306 -0.142 -0.250
H 0.368 -0.034 0.111
H -0.389 0.265 0.331
O -0.499 -0.049 0.650
S 1.602 0.934 -2.589
O -0.280 -0.347 0.421
N -0.616 -0.659 0.918
C 1.014 0.084 -1.591
O -1.279 0.025 0.812
C 0.221 -0.165 2.109
C -0.220 0.633 0.733
C -0.681 -0.830 -2.225
C -0.007 0.216 0.740
C -0.217 -0.083 0.568
C -0.342 -0.247 -1.031
H -0.311 0.797 0.631
H 0.616 -0.103 0.275
H 0.256 -0.241 -0.233
H 0.460 0.095 0.021
F 0.044 1.336 0.708
C -0.531 -0.908 -2.161
C 0.224 0.886 0.693
C 0.000 -1.934 -1.429
C 0.348 2.259 0.753
C -0.523 -1.310 -1.090
C -0.740 -0.460 0.611
C 0.884 -0.476 -0.257
H 0.038 -0.223 0.937
H -0.117 0.588 0.199
H 0.039 0.236 0.926
H 0.267 -0.092 -0.215
H 0.380 0.449 -0.367
H -0.313 -0.415 0.675


A cluster of 2 separate species, C2H8N2P in total in a non-equilibrium geometry, computed with wB97M-V/def2-TZVPD.

Results
LUMO ... -5.9 eV
Energy above the lowest of the compared OMol25 structures with the same formula, charge and spin ... 40.4 kcal/mol
HOMO energy ... -14.611 eV
Total charge ... +1
E_tot ... -14463.8965 eV
Frontier orbital gap ... 8.68 eV

Atoms and positions in Å:
C: -0.5216 0.1648 -0.2304
C: -1.7306 0.6508 0.4836
N: -0.3806 0.0951 -1.5638
N: 0.5591 0.1299 0.5150
P: 2.8659 -0.6067 0.1561
H: -2.1921 -0.2806 0.8536
H: -2.4023 1.2062 -0.2728
H: -1.7016 1.2588 1.3557
H: -0.9949 0.2560 -2.3002
H: 0.5236 -0.3395 -1.9270
H: 0.3817 0.2720 1.4941
H: 2.2098 -1.9301 -0.0502
H: 3.3835 -0.8768 1.4864

Cartesian forces, eV/Å:
C 2.200 2.497 0.138
C -2.710 -0.806 -2.469
N 3.167 -2.057 0.681
N 2.297 -1.511 0.023
P -2.708 -0.489 -0.222
H -0.526 0.326 -0.432
H 0.731 -1.166 1.251
H 1.152 0.663 0.500
H -1.880 0.371 -0.626
H -1.730 1.028 0.919
H 0.037 -0.072 0.217
H 0.891 1.119 0.389
H -0.921 0.096 -0.370


Which formula does entry 1 have?
C6H10O2S


The highest total charge belongs to which entry?
C2H8N2P


total charge of number 1 (C6H10O2S)?
0


Which of these has the highest energy above the lowest of the compared OMol25 structures with the same formula, charge and spin?
C6H10O2S